Below is a molecular structure, C31H28Cl3GeHgN6O5 in a non-equilibrium geometry, with properties calculated with wB97M-V/def2-TZVPD.

The geometry in XYZ format:
```
75
Properties=species:S:1:pos:R:3:lowdin_charge:R:1
Hg -0.88 -0.61 -1.05 0.946
O -3.63 1.45 -3.49 -0.011
C -2.68 0.85 -2.99 -0.560
N -2.69 0.17 -1.85 -0.090
C -3.96 0.13 -1.17 -0.176
C -3.88 -0.45 0.21 -0.253
C -5.02 -0.45 1.03 -0.026
C -4.95 -1.02 2.28 -0.074
C -3.74 -1.58 2.70 -0.066
C -2.67 -1.53 1.83 -0.130
N -2.74 -0.98 0.62 0.056
C -1.33 0.89 -3.66 -0.213
C -1.24 1.35 -4.97 -0.001
C 0.00 1.36 -5.60 -0.065
C 1.11 0.96 -4.88 -0.105
C 0.93 0.55 -3.57 -0.252
N -0.25 0.51 -2.98 0.036
H -4.67 -0.48 -1.76 0.137
H -4.39 1.14 -1.12 0.125
H -5.93 0.00 0.67 0.111
H -5.81 -1.03 2.94 0.100
H -3.64 -2.04 3.66 0.097
H -1.71 -1.94 2.10 0.109
H -2.14 1.67 -5.47 0.114
H 0.09 1.70 -6.62 0.105
H 2.09 0.92 -5.33 0.104
H 1.75 0.20 -2.96 0.023
C -1.57 3.26 -1.22 -0.071
O -0.95 2.22 -0.51 -0.144
C -0.97 2.29 0.85 -0.223
C -1.47 3.38 1.55 -0.030
C -1.44 3.43 2.94 -0.102
C -0.93 2.36 3.65 -0.104
C -0.45 1.27 2.97 -0.025
C -0.43 1.20 1.57 -0.196
N 0.11 0.09 0.91 -0.013
N 0.84 -0.60 1.72 0.074
C 1.48 -1.73 1.46 -0.161
C 1.63 -2.39 0.19 -0.361
O 1.36 -1.83 -0.91 -0.332
C 2.14 -3.74 0.23 -0.012
C 2.55 -4.35 1.37 -0.017
C 2.55 -3.65 2.61 -0.181
C 3.04 -4.24 3.79 -0.052
C 3.07 -3.53 4.97 -0.111
C 2.64 -2.20 4.98 -0.092
C 2.14 -1.62 3.84 -0.027
C 2.06 -2.33 2.64 -0.097
H -2.63 3.37 -0.95 0.104
H -1.53 2.98 -2.28 0.080
H -1.06 4.21 -1.08 0.099
H -1.87 4.23 1.02 0.096
H -1.83 4.30 3.44 0.095
H -0.91 2.39 4.73 0.095
H -0.07 0.42 3.52 0.090
H 2.16 -4.26 -0.72 0.065
H 2.90 -5.37 1.35 0.112
H 3.38 -5.26 3.76 0.104
H 3.45 -3.98 5.87 0.091
H 2.71 -1.63 5.90 0.095
H 1.82 -0.59 3.84 0.093
Cl 0.35 -2.22 -4.96 -0.045
Ge 1.32 -3.01 -3.08 0.306
Cl 3.29 -1.77 -3.39 -0.126
Cl -1.14 -2.87 -1.86 -0.106
N 3.35 2.48 -2.46 0.011
C 4.09 1.98 -1.30 -0.153
C 3.12 1.55 -0.19 -0.532
O 3.49 1.01 0.81 0.102
O 1.86 1.93 -0.41 0.093
H 3.90 3.15 -2.98 0.082
H 1.80 2.33 -1.30 0.092
H 3.14 1.70 -3.08 0.046
H 4.69 2.79 -0.87 0.126
H 4.76 1.14 -1.53 0.122
```

Output
**Net charge**: -1
**Highest occupied orbital energy**: -0.1737 Ha
**HOMO-LUMO gap**: 6.73 eV
**LUMO level**: 2.003 eV

Below is a molecular structure, C35H38N2O2P2PtS2 in a non-equilibrium geometry, with properties calculated with wB97M-V/def2-TZVPD.

The geometry in XYZ format:
```
82
Properties=species:S:1:pos:R:3:lowdin_charge:R:1
Pt 0.39 -0.39 1.00 0.787
C -0.92 -4.53 -0.10 -0.015
C -0.21 -5.31 0.79 -0.020
C 0.77 -4.71 1.57 0.011
C 0.99 -3.35 1.45 -0.206
N 0.27 -2.59 0.60 -0.002
C -0.66 -3.18 -0.16 -0.151
C 2.03 -2.64 2.22 -0.213
C 3.12 -3.28 2.79 0.003
C 4.04 -2.55 3.52 -0.021
C 3.88 -1.18 3.62 -0.016
C 2.78 -0.60 3.02 -0.105
N 1.87 -1.32 2.34 -0.036
H -1.68 -4.96 -0.75 0.121
H -0.40 -6.37 0.87 0.123
H 1.33 -5.29 2.28 0.118
H -1.18 -2.54 -0.85 0.051
H 3.25 -4.35 2.67 0.121
H 4.88 -3.04 4.00 0.123
H 4.58 -0.57 4.17 0.120
H 2.58 0.46 3.09 0.091
C 2.79 -0.36 -6.50 -0.084
C 1.93 -1.38 -5.78 -0.318
O 2.58 -1.88 -4.60 -0.389
P 2.50 -1.07 -3.19 0.393
S 0.51 -1.33 -2.60 0.307
S 1.61 0.28 -0.99 0.187
O 3.39 -2.17 -2.41 -0.383
C 4.26 -1.94 -1.31 -0.324
C 4.49 -3.26 -0.61 -0.069
H 2.30 -0.04 -7.41 0.079
H 3.76 -0.80 -6.74 0.080
H 2.96 0.50 -5.86 0.068
H 1.78 -2.26 -6.41 0.117
H 0.95 -0.96 -5.53 0.090
H 3.81 -1.21 -0.63 0.043
H 5.21 -1.52 -1.67 0.120
H 3.53 -3.69 -0.31 0.064
H 5.12 -3.12 0.27 0.074
H 4.98 -3.96 -1.29 0.083
C -0.45 -0.18 4.57 -0.045
C 0.27 1.12 4.83 -0.267
C 0.69 1.41 6.12 -0.033
C 1.34 2.59 6.42 -0.056
C 1.58 3.52 5.42 -0.064
C 1.16 3.27 4.13 -0.078
C 0.51 2.07 3.81 -0.307
P 0.03 1.73 2.10 1.029
C 0.35 3.22 1.12 -0.310
C -0.74 3.97 0.66 -0.059
C -0.53 5.08 -0.14 -0.060
C 0.76 5.45 -0.48 -0.053
C 1.84 4.69 -0.05 -0.029
C 1.66 3.56 0.74 -0.289
C 2.84 2.73 1.15 -0.071
C -1.77 1.60 2.23 -0.356
C -2.52 2.23 3.21 -0.077
C -3.86 1.91 3.37 -0.065
C -4.43 0.93 2.56 -0.056
C -3.68 0.31 1.57 -0.022
C -2.35 0.67 1.37 -0.320
C -1.54 0.13 0.26 -0.241
H -0.24 -0.90 5.36 0.088
H -0.16 -0.62 3.61 0.022
H -1.53 -0.02 4.53 0.090
H 0.50 0.68 6.90 0.118
H 1.67 2.79 7.43 0.113
H 2.09 4.45 5.65 0.112
H 1.31 4.01 3.35 0.106
H -1.75 3.67 0.92 0.105
H -1.38 5.65 -0.50 0.111
H 0.93 6.32 -1.10 0.113
H 2.84 4.97 -0.34 0.119
H 3.69 2.94 0.51 0.091
H 2.61 1.66 1.07 -0.008
H 3.13 2.93 2.19 0.081
H -2.05 2.95 3.87 0.121
H -4.45 2.40 4.13 0.110
H -5.47 0.66 2.71 0.111
H -4.13 -0.43 0.92 0.117
H -1.16 0.92 -0.40 0.032
H -2.03 -0.65 -0.31 0.053
```

Output
**Net charge**: +1
**Highest occupied orbital energy (spin up / spin down)**: -0.3474 / -0.3571 Ha
**HOMO-LUMO gap (spin up / spin down)**: 5.98 / 5.68 eV
**LUMO level (spin up / spin down)**: -3.477 / -4.042 eV
**Spin multiplicity**: 2

Below is a molecular structure, C3H2F3FeNO5S2 in a non-equilibrium geometry, with properties calculated with wB97M-V/def2-TZVPD.

The geometry in XYZ format:
```
17
Properties=species:S:1:pos:R:3:lowdin_charge:R:1
C 0.81 1.04 -2.80 -0.119
C 2.09 1.47 -2.83 -0.178
O 3.22 1.63 -2.80 0.297
Fe -0.14 1.23 -0.87 0.858
H 0.18 1.66 -3.46 0.093
N -0.59 -1.62 0.36 -0.352
S -1.78 -0.69 -0.53 0.530
O -2.08 -1.59 -1.68 -0.460
O -3.00 -0.44 0.30 -0.447
S 0.40 -0.84 1.26 0.606
O 0.71 0.54 0.69 -0.485
O 1.58 -1.61 1.63 -0.280
C -0.32 -0.32 2.90 -0.701
F -1.06 0.76 2.75 0.138
F -1.06 -1.31 3.37 0.159
F 0.65 -0.06 3.77 0.153
H 0.70 -0.17 -2.94 0.187
```

Output
**Highest occupied orbital energy (spin up / spin down)**: -0.3254 / -0.3310 Ha
**HOMO-LUMO gap (spin up / spin down)**: 6.91 / 6.78 eV
**LUMO level (spin up / spin down)**: -1.944 / -2.231 eV
**Spin multiplicity**: 5

Number 1: energy -5513.97360 hartree. Number 2: energy -3214.75030 hartree. Number 3: energy -2906.01097 hartree.